{"formula": "C38H45I2N9S", "method": "the ωB97M-V functional and the def2-TZVPD basis", "species": ["C", "C", "C", "C", "S", "C", "N", "C", "C", "N", "C", "I", "C", "C", "I", "H", "H", "H", "H", "H", "H", "H", "H", "H", "H", "N", "C", "C", "C", "C", "H", "H", "H", "H", "H", "N", "C", "C", "C", "C", "H", "H", "H", "H", "H", "N", "C", "C", "C", "C", "H", "H", "H", "H", "H", "N", "C", "C", "C", "C", "H", "H", "H", "H", "H", "N", "C", "C", "C", "C", "H", "H", "H", "H", "H", "N", "C", "C", "C", "C", "H", "H", "H", "H", "H", "N", "C", "C", "C", "C", "H", "H", "H", "H", "H"], "positions_angstrom": [[6.1342, 4.2746, 1.9864], [4.9352, 3.5931, 2.3541], [3.4845, 2.8166, 2.6540], [2.4733, 3.3223, 1.4390], [2.6314, 5.1923, 1.3658], [3.1132, 2.6916, 0.0374], [3.6685, 2.0961, -0.9957], [0.9123, 2.7875, 1.6326], [1.0131, 1.1228, 1.5037], [1.2141, -0.1774, 1.5782], [0.0481, 3.3992, 0.3858], [-0.7136, 1.6403, -0.7550], [-1.2815, 4.2598, 0.7987], [-1.1259, 5.1992, 2.1318], [-1.6124, 5.6835, -0.8884], [6.8704, 4.9746, 1.3628], [3.1135, 3.1993, 3.6992], [3.6612, 1.6616, 2.5871], [2.3039, 5.6294, 2.6779], [0.4734, 2.9873, 2.6982], [0.6580, 4.0260, -0.3916], [-2.2693, 3.5921, 0.8035], [-1.3744, 4.5047, 3.0692], [-0.0644, 5.6627, 2.2976], [-1.9542, 6.0317, 2.1125], [-0.8312, -3.7908, 0.2709], [0.3145, -3.0927, 0.5512], [1.3834, -3.9451, 0.3866], [0.8645, -5.1999, -0.0128], [-0.5052, -5.0753, -0.0791], [-1.7701, -3.4165, 0.3145], [0.2711, -2.0524, 0.8446], [2.4245, -3.6903, 0.5367], [1.4292, -6.0975, -0.2294], [-1.2738, -5.7893, -0.3433], [0.0547, 1.9736, 5.9471], [0.7429, 2.4577, 7.0290], [1.9984, 1.8920, 7.0227], [2.0719, 1.0413, 5.8939], [0.8590, 1.1132, 5.2461], [-0.8973, 2.2143, 5.7035], [0.2811, 3.1601, 7.7099], [2.7775, 2.0734, 7.7517], [2.9187, 0.4415, 5.5863], [0.4999, 0.6259, 4.3494], [-0.9546, -2.0563, -3.3743], [-0.7450, -0.7336, -3.6659], [-1.2596, -0.4873, -4.9191], [-1.8041, -1.7029, -5.3978], [-1.6046, -2.6542, -4.4225], [-0.6745, -2.5187, -2.5191], [-0.2475, -0.0830, -2.9592], [-1.2456, 0.4653, -5.4326], [-2.2900, -1.8666, -6.3510], [-1.8677, -3.7029, -4.3854], [6.9481, 1.4603, -2.0801], [8.0938, 2.1584, -1.7998], [9.1627, 1.3061, -1.9644], [8.6437, 0.0513, -2.3638], [7.2741, 0.1758, -2.4301], [6.0092, 1.8346, -2.0365], [8.0504, 3.1988, -1.5065], [10.2038, 1.5608, -1.8144], [9.2084, -0.8463, -2.5804], [6.5054, -0.5382, -2.6944], [-3.8464, -0.8579, -0.3921], [-3.8802, -1.5406, 0.7959], [-4.9084, -1.0258, 1.5536], [-5.5199, -0.0004, 0.7933], [-4.8460, 0.0798, -0.4047], [-3.1876, -1.0212, -1.1424], [-3.1707, -2.3311, 1.0005], [-5.1885, -1.3541, 2.5461], [-6.3616, 0.6129, 1.0878], [-4.9910, 0.7231, -1.2624], [-4.8713, -0.9436, -8.1452], [-5.3726, -1.9537, -7.3662], [-6.3004, -2.6459, -8.1120], [-6.3564, -2.0354, -9.3876], [-5.4616, -0.9888, -9.3814], [-4.1742, -0.2707, -7.8539], [-5.0282, -2.0922, -6.3501], [-6.8740, -3.4993, -7.7741], [-6.9815, -2.3281, -10.2213], [-5.1961, -0.2735, -10.1484], [-1.5416, -3.5311, 3.2851], [-0.7148, -2.8034, 4.1009], [-0.9370, -3.2047, 5.3992], [-1.9285, -4.2142, 5.3647], [-2.2817, -4.3977, 4.0466], [-1.5963, -3.4430, 2.2787], [-0.0421, -2.0631, 3.6889], [-0.4380, -2.8136, 6.2764], [-2.3400, -4.7500, 6.2103], [-2.9954, -5.0681, 3.5866]], "mulliken_charge": [-0.669, -0.069, -0.018, -0.316, -0.097, 0.063, -0.571, 1.019, -0.540, -0.509, -0.890, 0.250, -0.370, -0.687, 0.055, 0.315, 0.352, 0.354, 0.187, 0.353, 0.655, 0.427, 0.183, 0.073, 0.398, 0.319, -0.807, -0.561, -0.498, -0.875, 0.305, 0.992, 0.473, 0.407, 0.492, 0.052, -0.635, -0.502, -0.465, -0.692, 0.246, 0.413, 0.414, 0.475, 0.684, 0.104, -0.765, -0.661, -0.464, -0.638, 0.214, 0.784, 0.391, 0.530, 0.389, 0.055, -0.456, -0.395, -0.460, -0.418, 0.227, 0.347, 0.375, 0.373, 0.365, 0.149, -0.188, -0.529, -0.530, -0.469, 0.139, -0.050, 0.431, 0.420, 0.419, 0.020, -0.400, -0.488, -0.356, -0.509, 0.213, 0.407, 0.386, 0.377, 0.359, 0.418, -0.384, -0.491, -0.578, -0.463, 0.068, 0.349, 0.425, 0.393, 0.381], "largest_force_ev_per_a": 12.643, "relative_energy_kj_mol": 411.7, "e_homo_ev": -7.9515, "homo_lumo_gap_ev": 7.1}

{"formula": "C38H46N11OSSeTeTi", "method": "the ωB97M-V functional and the def2-TZVPD basis", "species": ["Ti", "C", "C", "N", "N", "C", "S", "N", "N", "H", "H", "H", "H", "H", "H", "Se", "C", "N", "C", "N", "C", "N", "C", "N", "C", "N", "C", "C", "H", "H", "H", "H", "H", "H", "H", "H", "H", "H", "H", "H", "C", "C", "C", "N", "C", "C", "H", "H", "H", "H", "H", "C", "C", "C", "C", "C", "C", "Te", "N", "C", "O", "C", "C", "C", "C", "C", "C", "C", "C", "C", "C", "C", "C", "C", "C", "C", "C", "H", "H", "H", "H", "H", "H", "H", "H", "H", "H", "H", "H", "H", "H", "H", "H", "H", "H", "H", "H", "H", "H", "H"], "positions_angstrom": [[-0.2192, 1.4188, 0.0692], [-1.8307, -4.7446, 2.7283], [-2.4843, -3.5585, 2.1348], [-3.7324, -3.4330, 1.8245], [-3.8435, -2.1856, 1.3045], [-2.6837, -1.5183, 1.2904], [-2.4173, 0.0295, 0.6672], [-1.8086, -2.3916, 1.8389], [-0.4591, -2.1751, 2.0529], [-2.5655, -5.5367, 2.8368], [-1.4151, -4.5077, 3.7089], [-1.0156, -5.0767, 2.0844], [-4.7289, -1.8440, 0.9716], [-0.2121, -1.2612, 1.6850], [-0.2644, -2.1912, 3.0483], [3.4449, 1.1334, 2.5306], [1.9861, 0.7549, 1.7370], [0.9539, 0.4837, 1.1956], [3.1975, -1.5673, -2.1391], [2.1807, -1.5096, -1.0742], [1.0494, -2.3464, -1.5070], [1.4409, -3.7251, -1.7803], [2.4768, -3.7198, -2.8189], [3.6409, -2.9288, -2.4172], [4.1870, -3.5025, -1.1854], [3.1928, -3.5045, -0.1080], [2.7657, -2.1298, 0.1266], [2.0352, -4.2805, -0.5593], [4.0572, -0.9640, -1.8391], [2.7743, -1.1457, -3.0549], [0.6154, -1.9125, -2.4131], [0.2907, -2.3523, -0.7226], [2.0649, -3.3047, -3.7413], [2.7887, -4.7490, -3.0039], [5.0565, -2.9203, -0.8741], [4.4993, -4.5309, -1.3746], [3.6247, -1.5352, 0.4454], [2.0242, -2.1271, 0.9265], [1.2822, -4.2880, 0.2320], [2.3558, -5.3042, -0.7613], [1.6764, 4.2833, -2.9523], [1.1322, 3.0946, -3.4214], [0.9753, 2.0481, -2.5354], [1.2979, 2.1428, -1.2375], [1.8449, 3.2877, -0.8002], [2.0668, 4.3718, -1.6226], [1.7980, 5.1281, -3.6167], [0.8274, 2.9855, -4.4520], [0.5691, 1.0968, -2.8508], [2.1043, 3.3231, 0.2520], [2.5093, 5.2716, -1.2214], [-5.2300, 0.8864, 7.6083], [-4.3001, 1.2917, 6.4989], [-3.3242, 0.4323, 6.0180], [-2.4987, 0.7916, 4.9581], [-1.5085, -0.2189, 4.4331], [-2.6315, 2.0542, 4.3768], [-1.5827, 2.5863, 2.5588], [-0.7590, 3.2236, 0.0946], [-1.6366, 2.8144, -0.7670], [-1.4279, 1.5819, -1.2817], [-2.8907, 3.5139, -1.0632], [-3.0909, 4.7905, -0.5393], [-4.3041, 5.4253, -0.7262], [-5.3218, 4.7832, -1.4218], [-5.1196, 3.5161, -1.9526], [-3.9065, 2.8749, -1.7703], [-0.4337, 4.1614, 3.4413], [-0.6675, 5.4469, 2.9624], [0.0128, 6.5322, 3.4886], [0.9385, 6.3320, 4.5006], [1.1820, 5.0506, 4.9683], [0.5049, 3.9475, 4.4532], [0.7815, 2.5765, 5.0036], [-3.6021, 2.9469, 4.8607], [-3.8020, 4.3278, 4.2950], [-4.4189, 2.5452, 5.9104], [-5.0074, -0.1181, 7.9641], [-6.2632, 0.9107, 7.2588], [-5.1516, 1.5771, 8.4488], [-3.2130, -0.5463, 6.4723], [-1.4329, -1.0655, 5.1159], [-0.5189, 0.2219, 4.3050], [-1.8456, -0.5867, 3.4622], [-2.2844, 5.2570, 0.0105], [-4.4660, 6.4187, -0.3298], [-6.2827, 5.2653, -1.5445], [-5.9119, 3.0270, -2.5030], [-3.7399, 1.8744, -2.1471], [-1.4014, 5.5937, 2.1794], [-0.1857, 7.5289, 3.1164], [1.4730, 7.1716, 4.9253], [1.9057, 4.8962, 5.7595], [1.7226, 2.5572, 5.5509], [0.8347, 1.8486, 4.1943], [-0.0189, 2.2754, 5.6846], [-3.8412, 4.3053, 3.2046], [-2.9785, 4.9811, 4.5875], [-4.7281, 4.7621, 4.6673], [-5.1825, 3.2242, 6.2736]], "mulliken_charge": [0.017, -1.200, 1.037, -0.899, 0.335, -0.225, -0.252, 0.843, -0.473, 0.370, 0.307, 0.200, 0.170, -0.783, 0.320, 0.022, -0.554, 1.393, -0.709, 0.412, -0.428, 0.068, -0.744, 0.054, -0.682, 0.135, -0.663, -0.556, 0.360, 0.289, 0.223, -0.040, 0.337, 0.345, 0.334, 0.347, 0.212, 0.015, 0.207, 0.342, -0.247, -0.952, -0.032, -0.022, 0.174, -0.920, 0.434, 0.467, 0.451, 0.276, 0.477, -1.617, 0.551, -1.035, 0.931, -0.743, -0.215, 0.626, -0.463, 1.200, -0.365, 0.316, -0.149, -0.828, -0.375, -0.891, -0.286, 0.349, -0.307, -0.739, -0.700, -0.689, 0.676, -0.704, 1.115, -1.527, -0.957, 0.346, 0.353, 0.361, 0.332, 0.557, 0.028, -0.286, 0.431, 0.447, 0.416, 0.430, 0.535, 0.316, 0.471, 0.394, 0.435, 0.532, -0.462, 0.256, 0.207, 0.274, 0.442, 0.427], "charge": 1, "largest_force_ev_per_a": 2.097, "relative_energy_kj_mol": 279.8, "e_homo_ev": -10.2111, "homo_lumo_gap_ev": 6.7}